a | Density functional theory data (ωB97M-V/def2-TZVPD) for a structure of composition C6H7NO.

Computed properties:
Kohn-Sham gap   11.11 eV
LUMO level   0.758 eV

Positions of all 15 atoms, in Å:
C (2.052, 0.148, 0.043)
C (0.581, 0.106, -0.053)
C (-0.091, 1.458, -0.100)
C (-1.294, -0.515, 0.026)
C (-0.331, -0.568, 1.061)
C (-0.188, -0.862, -1.016)
H (0.321, 1.971, -0.964)
H (0.039, 1.978, 0.818)
H (-2.287, -0.843, 0.107)
H (-0.577, -0.079, 2.009)
H (0.122, -1.509, 1.269)
H (0.232, -1.871, -1.057)
H (-0.293, -0.429, -1.964)
N (3.199, 0.106, -0.014)
O (-1.487, 0.908, -0.165)

Results of the Mulliken charge analysis, in e, for atoms 1 through 8: -0.2325 0.7089 -0.6223 0.0810 -0.7980 -0.7522 0.3704 0.3866

b | Density functional theory data (ωB97M-V/def2-TZVPD) for a structure of composition C6H7NO.

Computed properties:
Kohn-Sham gap   9.03 eV
LUMO level   -0.181 eV

Positions of all 15 atoms, in Å:
C (-2.436, -0.466, 0.063)
C (-0.909, 0.154, 0.210)
C (-0.430, 1.375, -0.020)
C (0.972, 1.018, -0.299)
C (1.412, -0.158, 0.808)
C (0.172, -0.770, -0.087)
H (-2.576, -1.597, 0.300)
H (-1.081, 2.208, 0.125)
H (2.032, 1.597, -0.390)
H (2.572, -0.407, 0.360)
H (1.354, -0.306, 2.066)
H (-0.248, -1.946, -0.256)
H (1.735, -0.819, -1.376)
N (0.763, -0.270, -1.259)
O (-3.332, 0.386, -0.246)

Results of the Mulliken charge analysis, in e, for atoms 1 through 8: -0.0431 0.1097 -0.5901 0.1514 -0.5857 0.0848 0.2683 0.4277

c | Density functional theory data (ωB97M-V/def2-TZVPD) for the molecule C6H7NO.

Computed properties:
Kohn-Sham gap   9.13 eV
LUMO level   0.722 eV

Positions of all 15 atoms, in Å:
C (0.705, -2.218, -0.530)
C (-0.208, -1.114, -1.021)
C (-0.118, 0.203, -0.305)
C (0.189, 1.532, -0.722)
C (-0.050, 2.370, 0.358)
C (-0.431, 1.555, 1.441)
H (0.789, -2.877, -1.285)
H (0.148, -2.604, 0.587)
H (1.693, -1.917, -0.244)
H (0.492, 1.454, -1.700)
H (0.057, 3.463, 0.549)
H (-0.939, 1.696, 2.410)
H (-0.740, -0.462, 1.356)
N (-0.631, 0.287, 0.988)
O (-0.956, -1.365, -1.882)

Results of the Mulliken charge analysis, in e, for atoms 1 through 8: -1.0181 0.2943 0.5009 -0.5336 -0.5885 -0.3601 0.3686 0.2128

d | Density functional theory data (ωB97M-V/def2-TZVPD) for the molecule C6H7NO.

Computed properties:
Kohn-Sham gap   10.02 eV
LUMO level   0.851 eV

Positions of all 15 atoms, in Å:
C (-1.526, -0.329, 0.045)
C (-0.992, 1.140, 0.060)
C (0.533, 1.409, -0.007)
C (1.432, 0.442, -0.231)
C (0.737, -0.851, -0.526)
C (-0.319, -1.150, 0.455)
H (-1.454, 1.659, -0.850)
H (-1.330, 1.632, 0.996)
H (0.910, 2.403, 0.160)
H (2.498, 0.609, -0.229)
H (0.394, -0.773, -1.567)
H (1.232, -2.503, 0.642)
H (-0.041, -0.830, 1.494)
N (0.529, -2.215, -0.070)
O (-2.603, -0.643, -0.371)

Results of the Mulliken charge analysis, in e, for atoms 1 through 8: 0.2921 -0.5052 -0.3489 -0.5772 -0.0333 0.0901 0.3057 0.3106

Stability summary - winner: a; margin: 11.5 kcal/mol.